{
  "formula": "C17H42F5N7O5P2",
  "method": "ωB97M-V/def2-TZVPD",
  "smiles": "COCN(C(=O)O)C(F)(F)C(F)(F)F.CN(C)P(=O)(N(C)C)N(C)C.CN(C)P(=O)(N(C)C)N(C)C",
  "species": ["H", "O", "F", "H", "H", "C", "H", "H", "H", "H", "H", "N", "F", "H", "H", "H", "F", "H", "H", "H", "C", "H", "N", "C", "H", "P", "C", "H", "H", "N", "C", "H", "C", "C", "C", "O", "C", "C", "H", "H", "F", "H", "C", "H", "N", "H", "C", "O", "N", "O", "H", "H", "P", "H", "H", "H", "H", "H", "C", "N", "H", "C", "H", "H", "H", "N", "O", "H", "C", "H", "H", "F", "H", "C", "H", "C", "H", "H"],
  "positions_angstrom": [[-5.944511, 1.348852, -0.963892], [-6.148090, 3.242391, -1.779873], [-8.820127, 2.666503, -1.444096], [-1.915857, -3.026454, -3.251072], [-2.396459, -0.495403, -4.381008], [-1.323222, -0.490134, -4.146685], [-0.348282, 2.065818, -2.360375], [1.494230, -0.918713, -2.271240], [7.403323, -1.915686, -0.242116], [8.193984, -0.795746, 2.608884], [-2.045933, -3.921916, -0.191280], [-7.611258, 3.882001, 0.022560], [-9.728707, 4.494162, -0.752679], [1.449685, 0.814342, -1.923829], [6.627372, -3.748620, 0.200719], [-7.414921, 4.778163, -1.899975], [-9.934352, 3.392959, 1.773852], [4.072284, -3.639508, 2.997855], [-1.084990, -4.191373, -2.211758], [-4.451886, 2.194202, -1.320369], [4.828806, -4.053165, 2.334851], [4.455788, 0.733006, 0.498482], [-1.322718, -2.324921, -1.322958], [0.335726, -0.648182, 0.703413], [-2.496785, -2.338527, 0.430065], [5.341594, -1.444979, 1.922178], [-5.461725, 2.326175, -0.921766], [5.900474, 1.230929, -0.381471], [-1.248674, 1.954515, -3.873371], [5.900939, -3.089343, 2.098041], [1.382057, -0.179357, -1.476420], [-8.753803, 6.524202, 0.650119], [-1.118108, -3.139887, -2.505027], [-8.915011, 3.463713, -0.380243], [6.923673, -3.680953, 1.255551], [-7.499389, 4.839620, 2.131910], [5.548721, 0.786416, 0.547912], [-6.773907, 4.301911, -1.152414], [6.016279, -1.391860, -1.212044], [-6.075926, 5.076645, -0.810249], [-10.819510, 2.230860, 0.203181], [2.225747, -0.291118, -0.794165], [5.665461, -1.191588, 4.545439], [7.400746, -0.319509, -0.913031], [6.161912, -0.524023, 0.742057], [6.199425, -2.054802, 4.957152], [-2.359095, -2.915999, -0.481241], [-7.877747, 6.214363, 0.381939], [-1.009674, 0.125578, -2.869984], [3.963909, -1.655160, 1.420823], [-0.155278, -2.930021, -2.976335], [-3.332703, -2.979147, -0.983735], [-1.348572, -0.577927, -1.350031], [-0.801221, 0.055811, -4.935695], [-0.610955, -0.550756, 1.239469], [5.249830, -4.935255, 2.822909], [5.816090, 1.465698, 1.364388], [4.604278, -1.443870, 4.500808], [-1.192170, 1.572869, -2.855322], [6.164842, -0.840961, 3.222041], [7.840291, -0.112080, 4.194950], [7.469324, -0.208100, 3.174583], [4.324943, -4.365781, 1.411768], [7.435875, 0.794755, 2.745861], [-5.363575, 2.690768, 0.101168], [0.159661, -0.370055, -0.717228], [-2.774715, -0.301775, -1.058905], [-2.108964, 1.873241, -2.336963], [-9.661006, 2.651779, 0.707948], [0.714357, -1.662254, 0.862722], [5.762738, -0.352212, 5.235764], [-8.960975, 1.590340, 1.054624], [7.868439, -3.137553, 1.327203], [6.755121, -1.076456, -0.462756], [-0.951862, -1.506091, -4.203470], [-7.660177, 4.988713, 0.959043], [1.031805, 0.059202, 1.155760], [7.133110, -4.693285, 1.607082]],
  "forces_ev_per_angstrom": [[-0.1, 0.1, 0.2], [-0.1, 0.0, 0.4], [0.1, -0.3, -0.3], [0.0, -0.1, 0.0], [0.0, 0.0, 0.0], [-0.2, 0.0, -0.1], [0.0, 0.0, 0.0], [0.0, 0.0, 0.0], [-0.1, 0.0, 0.0], [0.0, 0.0, 0.0], [0.0, 0.0, -0.1], [0.1, 1.1, -0.4], [-0.2, 0.2, 0.1], [0.0, 0.0, 0.0], [0.0, -0.1, 0.0], [0.1, -0.1, 0.0], [0.1, 0.2, 0.3], [0.0, 0.0, 0.0], [0.0, 0.0, 0.1], [-0.1, 0.0, 0.0], [-0.2, 0.0, -0.1], [0.0, 0.0, -0.1], [-0.2, 0.1, -0.1], [0.0, -0.2, 0.1], [0.0, 0.0, 0.0], [2.7, -2.2, -2.7], [0.7, 0.0, -0.4], [0.1, -0.1, 0.0], [0.1, -0.1, 0.0], [-0.1, 0.0, -0.2], [0.1, 0.1, -0.2], [0.2, 0.2, 0.2], [0.3, 0.0, 0.0], [0.2, -0.3, 0.3], [0.3, 0.1, 0.2], [-0.1, 0.1, -0.6], [-0.2, 0.1, 0.2], [-0.3, 0.1, -0.5], [0.0, 0.0, 0.0], [0.1, -0.3, 0.3], [-0.3, -0.1, -0.2], [-0.1, -0.1, 0.1], [0.0, -0.2, 0.0], [-0.1, 0.1, 0.0], [0.4, -0.3, 0.3], [0.0, 0.0, 0.0], [-0.2, 0.1, 0.0], [-0.1, -0.5, -0.2], [0.4, -0.5, 0.0], [-1.0, 1.3, 1.8], [-0.1, 0.1, 0.0], [0.0, 0.0, 0.0], [0.2, -2.7, -3.4], [-0.1, 0.1, 0.0], [0.0, 0.0, -0.1], [0.1, 0.0, 0.0], [0.0, 0.0, 0.0], [0.0, 0.0, -0.1], [0.0, 0.2, 0.3], [-1.9, 1.1, 1.0], [-0.1, -0.1, 0.0], [0.1, 0.2, -0.2], [0.0, 0.0, 0.0], [0.0, 0.0, 0.0], [-0.2, -0.1, 0.0], [-0.6, 1.6, 1.7], [0.5, 1.4, 1.9], [0.0, 0.0, -0.1], [-0.3, 0.1, -0.4], [0.1, 0.0, 0.0], [0.0, 0.0, 0.0], [0.4, -0.2, 0.3], [-0.1, 0.1, 0.0], [-0.1, 0.0, -0.2], [-0.1, 0.1, 0.0], [-0.1, -0.3, 1.1], [0.0, 0.0, 0.0], [-0.1, 0.0, 0.0]],
  "mulliken_charge": [0.217, -0.348, -0.286, 0.385, 0.292, -1.073, 0.255, 0.237, 0.318, 0.240, 0.390, 0.260, -0.327, 0.196, 0.388, 0.387, -0.244, 0.306, 0.363, -0.171, -1.061, 0.145, 0.229, -1.034, 0.319, 0.261, -0.170, 0.451, 0.423, 0.197, -0.740, 0.339, -1.135, 0.643, -1.128, -0.475, -1.032, -0.618, 0.284, 0.440, -0.261, 0.308, -1.120, 0.424, 0.409, 0.333, -1.077, -0.441, 0.447, -0.752, 0.286, 0.301, 0.188, 0.403, 0.344, 0.399, 0.257, 0.331, -0.853, 0.263, 0.435, -0.843, 0.299, 0.218, 0.277, 0.277, -0.806, 0.004, 0.661, 0.327, 0.432, -0.243, 0.288, -1.087, 0.333, 0.356, 0.396, 0.361]
}



{
  "formula": "C28H34CuNO3P",
  "method": "ωB97M-V/def2-TZVPD",
  "charge": 1,
  "de_lowest_kj_mol": 0.00,
  "species": ["C", "H", "H", "H", "H", "C", "C", "C", "C", "H", "C", "H", "H", "H", "C", "H", "C", "H", "C", "H", "C", "H", "H", "C", "H", "H", "P", "H", "C", "C", "H", "H", "H", "C", "H", "C", "Cu", "C", "H", "H", "H", "H", "C", "C", "C", "C", "C", "H", "C", "C", "H", "C", "N", "H", "O", "H", "C", "H", "H", "C", "O", "O", "H", "H", "C", "C", "H", "H"],
  "positions_angstrom": [[-2.057360, -8.038039, 12.373558], [-3.724592, -11.550843, 15.258592], [-0.759356, -9.698468, 14.907618], [-4.742935, -13.315411, 13.035814], [-3.207664, -13.235949, 15.122232], [2.289848, -12.320361, 14.283632], [1.244109, -10.009675, 15.612390], [3.767690, -8.535082, 14.213943], [1.352525, -11.085842, 9.541438], [-4.481360, -12.289427, 11.686962], [3.375659, -12.744000, 15.045958], [2.369320, -10.578374, 9.749437], [5.355413, -7.068843, 14.434241], [-2.053669, -11.987403, 15.233900], [-3.088549, -11.957127, 13.241329], [1.022592, -8.734185, 9.106734], [1.824321, -14.716721, 13.945575], [-2.620720, -7.385359, 11.711505], [5.890467, -8.628519, 13.007770], [-2.752308, -8.692795, 12.940065], [0.209633, -9.582794, 18.157531], [3.031612, -7.996109, 14.921168], [4.006617, -11.910673, 15.413291], [-1.893273, -14.102188, 12.623611], [-1.441425, -7.482638, 13.102303], [3.133379, -10.384860, 16.549316], [1.858102, -10.578648, 14.000134], [-1.537167, -8.908281, 17.173550], [0.039861, -13.219597, 13.419103], [3.418415, -9.786233, 13.668255], [-0.604438, -9.150457, 8.883413], [-2.729132, -14.516854, 13.177861], [6.891294, -8.199238, 12.829145], [-3.015107, -12.191680, 14.784443], [4.621393, -14.261167, 15.744048], [2.933783, -15.113423, 14.621334], [0.234778, -10.409419, 12.509432], [2.093496, -10.183827, 16.741918], [-2.980330, -10.857646, 13.174309], [-0.211109, -9.454713, 19.139828], [4.074186, -11.488849, 12.503623], [-2.002379, -12.243395, 11.410249], [-0.376112, -8.122368, 10.655411], [4.308312, -10.486887, 12.820921], [-0.577495, -9.405701, 17.044049], [1.553560, -9.899679, 18.016859], [-0.095349, -9.662994, 15.763786], [0.452730, -7.752299, 11.318922], [-1.956455, -12.566946, 12.480783], [5.034236, -8.008344, 13.968220], [2.305020, -9.893706, 18.752234], [5.548439, -9.913002, 12.474600], [-0.629472, -12.157872, 13.068971], [1.275230, -12.078588, 9.972251], [-0.679056, -14.413216, 13.325624], [-1.855461, -14.633080, 11.637800], [1.395311, -13.370512, 13.907029], [-5.246362, -11.678442, 13.242787], [1.116604, -11.066853, 8.479410], [-4.466930, -12.283354, 12.765259], [0.347205, -10.332555, 10.269307], [-1.211029, -8.879045, 11.584873], [1.166498, -15.453573, 13.529060], [-0.979261, -7.329422, 10.180790], [3.672280, -14.079032, 15.197150], [0.142162, -9.086148, 9.652766], [3.202073, -16.150728, 14.716948], [6.246385, -10.393907, 11.883390]],
  "forces_ev_per_angstrom": [[0.3, -0.6, 0.5], [-0.6, 0.4, 0.4], [0.0, 0.4, 0.0], [0.2, 0.1, 0.0], [-0.3, 0.5, -0.5], [-1.6, -1.6, 0.5], [0.8, -1.2, 0.7], [-0.8, 0.1, 1.0], [0.7, 1.2, 1.3], [-0.5, 0.5, -0.5], [0.1, 1.6, -0.8], [-1.4, -1.1, -0.5], [-0.2, -0.4, -0.2], [0.5, 0.4, -0.2], [0.0, 1.6, 2.4], [0.3, 0.2, 0.5], [-1.3, 0.3, 0.3], [-0.1, 0.2, 0.1], [-0.5, -1.0, 1.1], [0.4, 0.4, -0.5], [0.6, 0.1, 0.3], [1.4, -1.0, -1.2], [0.0, -1.1, -0.1], [-0.2, -0.7, -1.2], [-0.3, 0.1, -0.3], [0.2, -0.1, 0.4], [-1.0, 0.6, -0.3], [-0.2, -0.7, -0.1], [-2.7, 0.2, -1.0], [1.3, 0.1, 0.0], [-0.6, -0.6, -0.6], [0.0, 0.0, 0.2], [-0.7, -0.3, -0.1], [0.4, -1.3, -0.4], [-0.9, -0.3, -0.3], [0.9, 1.1, 0.4], [-0.1, 0.1, -0.3], [-2.2, 1.5, -0.3], [0.2, -0.3, -0.3], [0.0, 0.3, 0.2], [-0.1, -0.2, -0.2], [0.2, -0.2, 0.8], [0.3, 0.3, 2.3], [0.9, 1.3, 0.4], [-0.6, 0.6, -0.3], [0.9, -0.7, -2.4], [0.5, -0.2, 0.3], [-0.6, 0.3, -0.9], [1.0, -0.8, 0.0], [0.5, 0.0, -1.5], [0.2, -0.2, 1.6], [-1.8, 2.4, 2.0], [0.2, -1.3, -0.7], [0.4, -0.2, -0.2], [0.7, 1.7, -0.1], [0.0, 0.5, 0.8], [1.3, -0.1, -0.4], [0.3, 0.2, -0.5], [0.1, -0.2, 0.0], [-0.5, -1.4, 0.0], [0.8, -0.4, -0.5], [-0.1, 0.0, -0.5], [-0.1, -0.2, -0.1], [0.5, -0.1, 0.3], [2.0, -0.4, 1.0], [-0.3, 0.1, -0.7], [0.2, -0.1, 0.0], [1.1, -1.1, -1.2]],
  "mulliken_charge": [-0.852, 0.531, 0.354, 0.345, 0.288, 0.252, 0.452, -0.285, -0.834, 0.448, -0.418, 0.289, 0.389, 0.273, 1.395, 0.470, -1.071, 0.366, -0.534, 0.187, -0.645, 0.284, 0.236, -0.877, 0.312, 0.298, 1.275, 0.411, 0.722, 0.537, 0.383, 0.371, 0.363, -1.517, 0.347, -0.814, 0.577, -0.256, -0.823, 0.408, 0.505, 0.589, -0.678, -0.437, -0.698, -0.815, -0.329, 0.172, -0.047, -0.561, 0.447, -0.843, 0.699, 0.177, -0.467, 0.258, -0.116, 0.416, 0.391, -1.687, -0.287, -0.233, 0.497, 0.459, -0.518, -0.498, 0.470, 0.501]
}



{
  "formula": "C26H31N7O",
  "method": "ωB97M-V/def2-TZVPD",
  "de_lowest_kj_mol": 7.27,
  "smiles": "CCC(C)(C)n1nnnc1[C@@H](c1ccc2ncccc2c1)N1CCN(c2ccc(O)cc2)CC1",
  "species": ["C", "N", "C", "H", "N", "H", "H", "C", "C", "C", "C", "N", "C", "C", "H", "H", "H", "C", "C", "N", "H", "H", "H", "C", "C", "C", "C", "H", "H", "H", "C", "H", "H", "H", "H", "C", "H", "H", "H", "C", "H", "H", "C", "H", "H", "H", "H", "H", "H", "N", "C", "N", "H", "C", "N", "C", "H", "C", "C", "O", "H", "C", "H", "C", "C"],
  "positions_angstrom": [[-4.322185, 0.230089, -1.457697], [1.951411, 2.802755, 0.150353], [0.816489, 3.032455, 1.023780], [-0.885228, 3.752728, -0.140343], [0.904241, -1.334822, 0.368575], [-2.080088, 0.218800, 1.701628], [0.091615, 2.846791, -2.651593], [1.436617, -1.704338, -2.024085], [-1.289863, -2.930774, -0.889611], [0.152959, -0.197153, 0.418130], [-0.636468, 0.480437, -0.663368], [0.155167, 0.216473, 1.668131], [2.550960, -2.988654, -0.220490], [0.134361, -3.418944, -0.653796], [1.996539, -2.399482, -2.644795], [-0.406386, 0.003004, -1.616048], [0.847784, 4.064058, 1.398392], [4.074005, 0.412488, 1.980655], [-2.965982, 0.328959, -1.569762], [1.329995, -1.557107, 1.617666], [2.463100, -3.417628, 0.772854], [-1.262423, 2.408582, 0.945542], [2.019006, -0.790158, -1.932501], [-2.696815, 0.221501, 0.813546], [4.711617, -0.263414, 0.949543], [3.518507, 1.101721, -0.630663], [-0.513859, 2.801619, 0.259944], [2.565620, 3.253817, -1.796916], [0.399478, -4.142923, -1.426287], [2.722886, 1.939787, 2.540321], [-4.723413, 0.014634, 2.223400], [2.809578, -3.775914, -0.923399], [0.857138, 2.349760, 1.868688], [-4.963812, 0.234885, -2.324619], [-1.398197, -2.437341, -1.852338], [-4.924689, 0.118299, -0.186951], [1.080149, 1.427968, -2.265220], [1.270368, 4.247833, -1.132460], [-1.606649, -2.239904, -0.111675], [4.439402, 0.107924, -0.359504], [3.340533, 1.349224, -1.665728], [-7.891941, -0.158744, 1.086999], [-6.811855, -0.080222, 1.073133], [3.349995, -2.253029, -0.205273], [-4.118651, 0.014023, 3.119852], [0.500406, -1.494660, -2.533528], [4.283298, 0.148508, 3.008262], [4.951381, -0.396823, -1.164970], [0.169184, -3.931298, 0.310356], [-0.389839, 1.895841, -0.854650], [1.656938, 3.225793, -1.195131], [0.887241, -0.639251, 2.362012], [-1.968753, -3.779898, -0.874775], [-2.133042, 0.315730, -0.431533], [-6.265983, 0.016363, -0.106068], [1.231264, -2.332596, -0.646062], [5.666686, -1.434283, 2.123885], [-6.086809, -0.085595, 2.279070], [2.846496, 1.776011, 0.395527], [5.600645, -1.280180, 1.174639], [-2.509890, 0.424728, -2.544731], [-4.093865, 0.119935, 0.965803], [-6.607783, -0.168156, 3.220547], [3.174202, 1.421502, 1.710125], [0.597228, 2.308244, -1.834763]],
  "forces_ev_per_angstrom": [[0.3, 0.0, -0.1], [-0.2, 0.3, -0.2], [-0.1, 0.2, 0.2], [0.0, 0.0, 0.1], [-0.5, 1.2, 0.5], [0.0, 0.0, 0.0], [0.2, 0.0, 0.0], [-0.2, 0.0, 0.2], [0.2, -0.1, 0.1], [0.4, -0.6, 0.1], [-0.4, 0.2, -0.2], [-0.5, 0.5, -0.5], [-0.1, 0.0, 0.0], [-0.1, 0.2, 0.0], [0.0, -0.1, 0.0], [0.0, 0.0, 0.1], [-0.1, 0.0, 0.0], [0.1, -0.1, -0.2], [-0.3, 0.0, 0.0], [0.5, -0.9, -0.1], [0.1, -0.1, 0.0], [0.0, 0.1, 0.0], [0.0, 0.1, 0.0], [0.2, 0.0, -0.2], [-0.1, 0.3, -0.1], [-0.1, 0.2, 0.0], [0.0, 0.2, 0.1], [-0.1, 0.1, 0.0], [0.1, -0.1, 0.0], [-0.1, 0.1, 0.1], [-0.2, 0.0, 0.0], [0.0, 0.0, -0.2], [0.0, 0.2, -0.1], [-0.1, 0.0, -0.1], [-0.1, 0.1, -0.1], [0.5, 0.0, 0.5], [0.0, 0.0, 0.0], [0.1, 0.0, -0.1], [-0.1, 0.0, 0.0], [0.3, -0.2, 0.3], [-0.1, 0.0, -0.1], [-0.1, 0.0, 0.1], [-0.1, 0.0, 0.0], [0.1, 0.0, 0.0], [0.0, 0.0, 0.1], [-0.1, 0.0, -0.1], [0.0, 0.0, 0.1], [0.1, -0.1, -0.1], [0.1, -0.1, 0.0], [0.3, -0.2, -0.1], [0.0, -0.2, 0.0], [0.1, 0.0, 0.9], [-0.1, 0.0, 0.0], [0.0, -0.2, 0.4], [-0.4, 0.0, -0.3], [0.3, -0.9, -0.4], [0.0, 0.0, -0.1], [0.3, 0.0, 0.1], [0.3, -0.2, 0.1], [0.1, -0.1, 0.0], [0.0, 0.0, -0.1], [-0.4, 0.0, -0.3], [0.0, 0.0, 0.1], [0.0, 0.0, -0.1], [0.0, 0.2, -0.2]],
  "mulliken_charge": [-0.968, 0.122, -1.146, 0.431, 1.951, 0.609, 0.493, -1.345, -0.959, -0.818, 0.182, 0.225, -1.824, -1.026, 0.509, 0.893, 0.385, -0.735, -0.613, -0.224, 0.399, 0.175, 0.071, 0.442, 0.871, -0.153, -0.667, 0.491, 0.355, 0.429, -0.590, 0.488, 0.536, 0.498, 0.225, 0.135, 0.286, 0.388, 0.214, -0.520, 0.208, 0.402, -0.273, 0.323, 0.465, 0.374, 0.293, 0.336, 0.411, 0.411, -1.402, -1.471, 0.488, -0.818, -0.683, 1.146, 0.279, -0.583, 0.315, -0.586, 0.500, 0.158, 0.392, -0.547, -0.353]
}



HOMO energy per entry: -8.05; -10.58; -7.16 eV
Calculated total energy per entry: -71142.953; -91142.176; -39942.527 eV
HOMO-LUMO gap per entry: 8.688; 7.758; 7.471 eV